1.
A structure of composition C29H31Cl3N3O4OsS3. Source: the OMol25 dataset; level of theory: ωB97M-V/def2-TZVPD.

Computed properties:
<S²> = 6.02
energy above the lowest of the compared OMol25 structures with the same formula, charge and spin = 22.3 kJ/mol
E_HOMO (spin up / spin down) = -15.34 / -15.34 eV
gap between HOMO and LUMO (spin up / spin down) = 5.769 / 3.014 eV
multiplicity = 5
electronic energy = -115747.348 eV
total charge = +3

Geometry as XYZ:
```
74
Properties=species:S:1:pos:R:3:forces:R:3
Os 0.483636 2.617260 0.261651 0.1 -0.6 0.3
Cl 5.553188 -3.530260 -1.693787 0.0 0.0 0.0
Cl -0.609525 -0.934915 3.464091 -0.2 -0.1 0.0
Cl 0.692194 -3.800747 -3.928378 0.0 -0.1 0.0
S 1.000476 4.900421 0.313902 0.1 0.1 0.0
S -0.064059 5.871452 -2.471413 0.0 0.0 0.0
S -0.852153 -3.452279 5.103121 0.0 0.0 0.1
O -0.826878 -4.036077 0.238525 -0.2 -0.1 0.1
O -1.671968 2.688007 1.154013 0.0 -0.1 0.0
O 1.825314 1.289854 1.558322 -0.1 0.1 0.0
O 0.517461 3.298498 2.511000 -0.1 -0.1 0.1
N -0.433101 -1.164728 -1.445729 -0.1 0.0 0.0
N -0.068869 3.500094 -1.467547 -0.2 0.2 0.0
N 0.209629 0.777404 -0.671250 0.0 0.1 -0.2
C 1.619302 2.841278 3.322583 0.1 0.1 -0.1
C -0.755634 3.631210 3.117470 0.1 0.1 0.0
C -0.641075 -0.242087 -0.508843 0.0 0.1 0.0
C -0.455252 -3.703175 -1.075970 0.2 0.1 -0.2
C -2.013302 3.538856 -5.122398 0.0 0.0 0.0
C -1.952790 2.314280 -4.438259 0.0 0.0 0.0
C 3.843131 -3.592326 -1.518959 0.0 0.0 0.0
C -1.086934 -4.949496 4.314066 0.0 0.0 0.1
C 1.896825 -3.635604 -0.121514 0.0 -0.1 0.0
C -1.167572 -2.438820 -1.618670 0.0 0.0 0.0
C -1.795389 2.681512 2.597693 0.0 0.0 0.0
C 0.593902 -0.733123 -2.256227 0.1 0.0 0.0
C 1.665558 -3.709184 -2.487564 0.0 0.1 0.1
C -2.863802 2.217930 0.483235 0.0 0.1 0.0
C -1.452965 4.684730 -4.593328 0.0 0.0 0.0
C 3.275656 -3.595062 -0.252280 0.0 0.0 0.0
C 0.992885 0.467553 -1.777798 0.0 0.0 0.0
C -0.828026 -2.654117 3.594655 0.0 0.0 0.2
C -1.323435 2.199436 -3.219058 0.0 0.1 0.0
C 1.058008 -3.662946 -1.232471 0.0 0.0 -0.1
C -1.001265 -3.482674 2.535852 0.0 -0.1 -0.2
C -1.034389 -2.975813 1.132939 0.1 0.1 0.1
C -0.745677 3.349098 -2.671160 0.0 0.0 -0.1
C -1.149863 -4.831514 2.962410 0.0 0.0 -0.1
C 3.041448 -3.668576 -2.647163 0.0 0.0 0.0
C -0.821826 4.577208 -3.361386 0.0 -0.1 0.0
C 2.328490 -0.025319 1.176154 0.1 -0.1 -0.1
C 1.797912 1.390674 3.010532 0.0 0.1 0.1
C 0.301273 4.778922 -1.253255 0.1 0.0 0.0
H -1.653985 1.660217 2.956452 0.0 0.0 0.0
H 1.769199 1.119752 -2.143959 0.0 0.0 0.0
H 0.936615 -1.310503 -3.097684 0.0 0.0 0.0
H -1.169507 -5.852172 4.897894 0.0 0.0 0.0
H 3.248576 -0.204587 1.728425 0.0 0.0 0.0
H 2.492151 3.414596 3.008778 0.0 0.0 0.0
H -2.412304 1.443035 -4.884564 0.0 0.0 0.0
H -3.115595 1.212452 0.822291 0.0 0.0 0.0
H -0.253632 -2.209138 1.024514 0.0 -0.1 0.0
H -1.507734 5.628086 -5.119661 0.0 0.0 0.0
H -1.290780 -5.664985 2.292048 0.0 0.0 0.0
H 3.481310 -3.715720 -3.633710 0.0 0.0 0.0
H 1.470019 -3.724322 0.869057 0.0 0.0 0.0
H -1.322439 -2.555924 -2.686702 0.0 0.0 0.0
H -0.676691 3.588186 4.202935 0.0 0.0 0.0
H 0.983556 0.767833 3.385423 0.2 0.2 0.0
H -0.836112 -4.518086 -1.694375 0.0 0.0 0.0
H 3.916093 -3.613793 0.619502 0.0 0.0 0.0
H 2.549045 -0.025487 0.116971 0.0 0.0 0.0
H -0.985545 4.654204 2.818480 0.0 0.0 0.0
H -2.793211 3.022853 2.878191 0.0 0.0 0.0
H -1.283942 1.253048 -2.703947 0.0 0.0 0.0
H -2.664879 2.227982 -0.585645 0.0 0.0 0.0
H 1.586677 -0.784524 1.422603 0.0 0.0 0.0
H -2.144695 -2.322518 -1.151614 0.0 0.0 0.0
H 2.742753 1.023278 3.411176 0.0 0.0 0.0
H -1.371927 -0.336343 0.276804 0.0 0.0 0.0
H 1.429815 3.030410 4.377726 0.0 -0.1 0.0
H -2.005276 -2.486560 0.945937 0.0 -0.1 0.0
H -2.511580 3.587355 -6.081092 0.0 0.0 0.0
H -3.686515 2.894540 0.709941 0.0 0.0 0.0
```
Positions in Å, forces in eV/Å.



2.
A structure of composition C29H31Cl3N5O5SV in a non-equilibrium geometry. Source: the OMol25 dataset; level of theory: ωB97M-V/def2-TZVPD.

Computed properties:
energy above the lowest of the compared OMol25 structures with the same formula, charge and spin = 67.1 kJ/mol
E_HOMO (spin up / spin down) = -13.23 / -13.23 eV
gap between HOMO and LUMO (spin up / spin down) = 5.577 / 5.566 eV
electronic energy = -122339.949 eV
total charge = +2

Geometry as XYZ:
```
75
Properties=species:S:1:pos:R:3:forces:R:3
V -0.559942 0.090124 -0.917092 -0.5 0.2 1.1
Cl -2.052334 5.298172 -1.497639 0.0 0.0 0.0
Cl -2.379276 4.681918 1.323843 -0.1 0.0 0.1
Cl 0.244541 5.385847 0.284848 0.1 0.1 0.0
S -2.119457 -1.737661 -1.779890 -0.1 0.1 -0.3
O -0.762647 -1.826176 -1.077374 -0.3 0.1 -0.3
O -3.227091 -2.278664 -1.095194 0.0 0.0 0.1
O 1.051155 0.070999 -0.507252 1.1 -0.3 0.4
O 1.650400 0.468981 2.262833 0.1 0.0 0.0
O -2.145996 -0.191690 -1.901404 -0.4 -0.6 -0.4
N -0.845382 2.085576 -0.541467 -0.2 0.7 -0.1
N 1.472546 1.605592 -4.239431 -0.1 0.0 -0.1
N 0.114031 0.987727 -2.661085 0.0 -0.1 -0.1
N 2.949355 2.121520 3.129734 0.0 0.0 0.1
N 2.473323 0.206744 4.370435 0.1 0.0 0.0
C -0.757536 -2.284184 -4.064904 0.0 0.0 0.0
C 2.626043 2.987030 2.015288 0.0 0.0 0.0
C -0.627199 1.605542 -3.650905 0.0 -0.1 0.1
C -1.960714 -0.922513 2.870206 0.0 0.0 0.0
C 2.530162 0.488760 -2.283679 0.0 0.1 -0.2
C 2.051319 -1.181556 4.394555 0.0 0.0 0.0
C -1.732957 -3.944249 -7.332166 0.0 0.0 0.0
C -1.693220 0.203695 0.811319 0.3 -0.1 -0.4
C 3.824711 0.443788 -2.795909 0.0 0.0 0.0
C -1.133243 -0.575249 1.802966 0.1 0.1 0.0
C -1.959087 -2.384861 -3.366878 0.0 -0.1 -0.1
C -3.086373 -2.980751 -3.926613 0.1 0.0 0.0
C -2.987986 0.697058 0.835434 0.0 0.0 0.0
C 2.317887 0.910092 3.211991 -0.1 0.0 -0.1
C 2.336296 0.039217 -0.979089 -0.5 0.0 0.0
C 4.863941 -0.036593 -2.015777 0.0 0.0 0.0
C -0.695595 -2.795710 -5.344511 0.0 0.0 0.0
C 4.211799 2.403722 3.802454 0.0 0.0 0.0
C -1.809173 -3.399145 -5.937304 0.0 0.0 0.0
C -1.028567 3.195270 -0.345054 0.0 0.2 0.1
C -3.267116 -0.469528 2.924143 0.0 0.0 0.0
C -3.779106 0.341681 1.914006 0.0 0.0 0.0
C 3.352197 -0.437287 -0.178287 0.2 0.0 0.0
C -1.299649 4.620833 -0.057285 0.0 -0.3 -0.1
C 0.212840 1.991617 -4.637804 0.1 0.0 0.0
C 4.629206 -0.474105 -0.715862 0.0 0.0 0.0
C 2.538750 0.843739 5.680673 0.0 0.0 0.0
C -2.997163 -3.479947 -5.212525 0.0 0.0 0.0
C 1.392012 1.001634 -3.043124 0.1 0.0 0.1
H -3.395706 1.299169 0.035298 0.0 0.0 0.0
H 4.647708 1.485901 4.188856 0.0 0.0 0.0
H 4.101392 3.115738 4.621735 0.0 0.0 0.0
H -1.696145 1.702313 -3.584248 0.0 0.0 0.0
H 2.614352 4.025282 2.350827 0.0 0.0 0.0
H 5.446535 -0.850953 -0.116625 0.0 0.0 0.0
H -2.326960 -4.851244 -7.431116 0.0 0.0 0.0
H 1.010880 -1.279708 4.721246 0.0 0.0 0.0
H 4.032887 0.768735 -3.807112 0.0 0.0 0.0
H -2.129069 -3.215125 -8.042011 0.0 0.0 0.0
H 0.120897 -1.848514 -3.606202 0.0 0.0 0.0
H 4.905659 2.830904 3.076634 0.0 0.0 0.0
H 0.032947 2.491306 -5.572748 0.0 0.0 0.0
H 0.236181 -2.750167 -5.893545 0.0 0.0 0.0
H 3.463881 0.599426 6.204762 0.0 0.0 0.0
H 2.150492 -1.619998 3.406019 0.0 0.0 0.0
H -3.896035 -0.743074 3.760440 0.0 0.0 0.0
H 1.699857 0.493332 6.285792 0.0 0.0 0.0
H 5.863970 -0.073252 -2.424365 0.0 0.0 0.0
H -4.802331 0.689939 1.959012 0.0 0.0 0.0
H 3.360207 2.895530 1.206424 0.0 0.0 0.0
H -0.706664 -4.166304 -7.617816 0.0 0.0 0.0
H -3.863269 -3.951283 -5.658596 0.0 0.0 0.0
H 3.125024 -0.750486 0.829994 0.0 0.0 0.0
H -4.002159 -3.065027 -3.358564 0.0 0.0 0.0
H 1.645324 2.721968 1.629718 0.0 0.0 0.0
H 2.320093 1.753529 -4.763333 0.0 0.0 0.0
H -0.093649 -0.872614 1.791161 0.0 0.0 0.0
H 2.681452 -1.732219 5.092384 0.0 0.0 0.0
H 2.454745 1.921416 5.588239 0.0 0.0 0.0
H -1.563125 -1.544087 3.661375 0.0 0.0 0.0
```
Positions in Å, forces in eV/Å.



3.
A cluster of 3 separate species, C29H31F7O7 in total in a non-equilibrium geometry. Source: the OMol25 dataset; level of theory: ωB97M-V/def2-TZVPD.

Computed properties:
SMILES = CCOCCc1ccc2c(c1)C(=O)c1c(ccc(CCF)c1C)C2=O.CCOC(=O)C(F)(F)F.CCOC(=O)C(F)(F)F
E_HOMO = -9.09 eV
gap between HOMO and LUMO = 8.498 eV
electronic energy = -63928.517 eV
total charge = 0

Geometry as XYZ:
```
74
Properties=species:S:1:pos:R:3:forces:R:3
F -7.832068 -7.499226 -1.065545 0.2 0.4 0.1
F 6.562564 3.412702 1.082139 -0.3 0.0 0.4
F 3.123425 -1.754802 -3.551509 0.3 -1.2 0.5
F 4.600897 3.472146 0.190020 0.0 -0.1 0.5
F -9.172744 -6.533669 0.327331 0.3 0.3 0.0
F -7.467458 -7.637908 1.053335 0.2 0.5 -0.2
F 5.477492 1.579633 0.723177 -0.2 0.2 0.4
O 0.568312 5.946022 1.920510 1.0 -0.8 -0.3
O -7.270357 -4.874523 -1.114764 -0.4 -0.6 0.4
O 3.857507 3.731531 2.842804 0.3 -0.1 -0.7
O -3.566880 -1.357117 -1.291447 0.7 0.7 -0.3
O -6.302899 -5.148217 0.895754 -0.3 -0.5 0.1
O 5.312286 2.096240 3.346412 0.2 0.3 -0.7
O 0.464297 -0.689891 1.276919 0.0 0.1 -0.6
C 5.337871 2.856061 1.122633 0.6 -0.2 -1.5
C 4.722904 2.964449 2.520193 -0.2 -0.2 1.4
C -1.211889 -1.807424 -1.757647 1.1 -0.1 0.0
C -6.574576 -3.624297 -1.281858 0.5 0.5 -0.2
C 1.257326 -2.324815 -1.251385 -1.7 -0.4 -0.8
C 2.506313 -4.065639 -2.807372 -1.0 0.9 -0.6
C -7.038642 -5.526066 0.029542 0.5 1.2 -0.5
C -0.034221 -0.538264 0.187204 -0.8 0.3 -1.1
C 4.858247 2.118040 4.711716 -0.3 -0.1 0.7
C -2.439088 -0.924305 -1.346469 1.2 0.4 0.0
C 3.637481 -3.037653 -3.203004 0.6 -0.5 -0.7
C -1.106744 3.251062 -0.234928 0.2 -1.8 0.2
C -2.064302 0.549446 -0.977948 0.9 1.5 0.5
C 1.958864 6.280899 1.855138 1.1 1.6 -0.2
C -0.514643 4.645004 0.157069 0.1 -0.5 -0.4
C -7.875466 -6.805335 0.086514 -0.7 -1.4 0.1
C -1.259784 -2.742535 -2.867088 2.3 0.1 1.3
C 0.307409 4.602798 1.514372 -1.6 -0.4 -0.2
C 0.021255 -1.602665 -0.964572 -0.1 -0.7 -1.0
C -0.014878 -3.473564 -3.161601 0.3 1.4 1.7
C -0.329036 2.060585 0.196018 -2.5 -0.5 -1.6
C -2.829310 1.713866 -1.384666 2.1 -0.1 1.4
C -5.149824 -3.853367 -1.739377 0.0 -0.3 -0.1
C -0.827967 0.760025 -0.190294 -0.5 0.1 -0.6
C -2.327302 3.049389 -0.998978 0.5 -1.3 0.1
C 1.219162 -3.272423 -2.383398 -1.4 0.5 0.5
C 2.525286 -2.041273 -0.392023 -0.2 0.2 -0.4
C 3.567455 1.338957 4.863539 -0.2 0.0 -0.3
C 2.640431 6.003919 0.461918 -0.1 -0.9 0.8
H -4.653300 -2.904152 -1.939908 -0.2 -0.3 0.1
H -0.390973 4.120568 2.263846 0.8 0.6 -0.5
H 3.686946 0.322267 4.483007 0.1 0.0 0.1
H 3.391284 -2.705061 -0.645019 -1.0 0.5 0.3
H 4.124292 -3.418028 -4.145455 -0.3 0.4 1.0
H 2.565729 5.847738 2.703610 -0.8 0.0 -0.9
H 3.677676 6.438407 0.438998 -1.1 -0.2 0.0
H 2.776709 4.893472 0.373885 -0.2 1.1 -0.3
H -2.182306 -2.886424 -3.480101 1.0 0.2 0.7
H -2.909471 3.942307 -1.344075 0.7 -0.9 0.4
H 2.827823 -4.822386 -2.047175 -0.1 0.9 -0.5
H 1.209085 3.945064 1.466362 -0.5 0.8 0.0
H 2.843065 -0.982497 -0.601874 -0.2 -0.9 0.2
H 1.996840 6.376707 -0.371326 0.7 -0.2 0.6
H 2.758137 1.799499 4.294952 0.0 0.1 0.1
H 4.752790 3.145483 5.065066 0.0 0.0 -0.3
H 3.269196 1.291122 5.911566 0.1 0.0 0.0
H -1.316778 5.426152 0.262469 0.7 -0.8 -0.1
H -3.743607 1.551073 -1.993921 0.7 0.4 0.6
H -4.573247 -4.391249 -0.984871 0.0 0.1 0.1
H 2.232385 -4.649580 -3.732862 0.3 0.6 1.0
H 0.620133 2.106535 0.767304 -0.9 0.1 -0.5
H 2.306076 -2.098797 0.700733 0.1 -0.1 -1.0
H 0.150322 4.963335 -0.696830 -0.6 -0.2 0.9
H -6.611921 -3.038277 -0.361661 0.0 -0.2 0.1
H 4.422092 -2.890060 -2.413908 -0.9 -0.1 -0.7
H 0.047164 -4.203974 -3.997477 -0.2 0.7 0.7
H 2.017029 7.399346 2.009909 -0.4 -1.1 0.0
H -7.119724 -3.065642 -2.042485 -0.2 -0.3 0.0
H 5.642469 1.651004 5.306887 0.1 0.0 -0.3
H -5.132620 -4.461749 -2.648030 -0.1 0.1 0.0
```
Positions in Å, forces in eV/Å.